No. 1
C18H37O2P3Ti | wB97M-V/def2-TZVPD

```
61
Properties=species:S:1:pos:R:3:forces:R:3
Ti -1.736 -0.062 -0.498 1.92 -1.13 -2.02
P 2.460 1.233 2.738 0.86 -0.06 1.07
P 0.073 -1.588 -1.248 2.25 -2.25 -0.83
P -3.075 -1.657 0.529 -1.85 -1.14 1.42
O 1.529 1.711 0.113 -0.89 2.68 -5.00
O -1.862 1.214 2.476 1.08 -2.81 -5.87
C -4.577 -0.851 1.161 -0.08 0.02 0.05
C 3.219 3.692 -2.274 0.03 0.57 1.79
C -2.339 -2.532 1.929 0.22 0.00 0.12
C -2.491 1.634 -1.354 -1.44 0.11 0.09
C 2.072 -0.492 2.434 -0.26 -0.34 -0.14
C 0.137 -3.365 -0.699 -0.60 0.12 0.39
C 1.517 2.359 -3.374 -2.51 -1.27 0.94
C 1.889 -1.357 -1.164 0.45 0.76 0.22
C -1.711 0.738 1.405 -1.49 4.19 7.42
C 2.654 3.443 -1.033 2.46 1.03 -1.11
C 3.939 1.278 3.781 -0.05 0.23 -0.42
C -3.020 0.379 -1.950 -0.14 1.43 0.19
C -0.059 -1.769 -3.060 -0.61 0.14 -0.28
C 1.168 2.074 3.663 -0.20 -0.11 -0.08
C 1.648 2.436 -0.943 -1.18 -2.86 3.73
C 0.941 2.082 -2.148 -0.44 -0.59 -3.09
C -3.574 -2.872 -0.712 0.10 0.03 -0.29
C 2.671 3.141 -3.445 0.21 -0.26 -0.16
H -1.710 2.216 -1.855 -0.53 -0.15 -0.10
H -0.005 1.522 -2.141 0.74 0.24 0.26
H 3.872 2.135 4.461 0.17 -0.23 -0.16
H 0.801 -3.443 0.171 -0.24 0.05 -0.15
H -4.304 -2.416 -1.392 0.12 -0.21 0.13
H 3.090 3.793 -0.098 0.01 0.23 -0.31
H -2.663 0.088 -2.943 0.09 -0.15 0.17
H -3.165 2.273 -0.762 0.25 -0.24 -0.39
H -2.985 -3.384 2.172 0.17 0.08 0.07
H 0.653 2.823 3.060 -0.01 0.01 0.09
H 2.363 -1.672 -2.107 -0.26 0.07 0.35
H -0.837 -3.780 -0.428 0.24 -0.07 -0.17
H 0.452 1.324 4.016 0.09 0.28 0.13
H 1.656 2.562 4.513 -0.32 -0.03 -0.09
H 0.671 -2.522 -3.372 -0.14 0.09 0.02
H 3.939 0.340 4.343 0.13 0.17 0.11
H -1.057 -2.080 -3.383 0.15 0.03 -0.01
H 1.176 -0.759 3.006 0.27 -0.19 -0.05
H 1.892 -0.648 1.360 0.06 -0.02 0.45
H -4.039 0.008 -1.730 0.39 0.68 -0.20
H -4.023 -3.720 -0.184 -0.01 0.05 -0.15
H 2.122 -0.308 -0.973 0.24 -0.18 -0.15
H -5.046 -0.247 0.367 0.00 -0.28 0.35
H 0.185 -0.821 -3.549 -0.04 -0.07 -0.05
H 2.317 -1.948 -0.347 -0.12 0.12 -0.22
H 3.077 3.251 -4.447 0.46 0.49 0.16
H 0.577 -3.950 -1.516 -0.14 0.16 0.13
H 4.090 4.313 -2.350 0.33 0.32 0.02
H 1.041 2.000 -4.299 0.27 0.21 0.46
H 2.521 1.729 1.425 0.97 0.31 1.46
H -4.320 -0.198 2.010 -0.20 -0.27 -0.26
H -2.288 -1.861 2.795 -0.06 -0.18 -0.10
H -1.328 -2.883 1.693 -0.25 -0.07 0.09
H 2.930 -1.095 2.762 -0.38 -0.01 -0.15
H -5.268 -1.639 1.505 0.10 0.36 -0.11
H 4.846 1.348 3.174 -0.04 -0.08 0.17
H -2.708 -3.222 -1.288 -0.32 -0.03 0.06
```
Forces are in eV/Å.

Calculated values
- relative energy (zero: lowest compared OMol25 entry of this formula, charge and spin) (kcal/mol) = 17.3
- lowest unoccupied orbital energy (alpha / beta) (Ha) = -0.6008 / -0.6009
- charge = +4
- DFT total energy (hartree) = -2730.346163
- Kohn-Sham gap (alpha / beta) (eV) = 4.499 / 4.500
- 2S+1 = 1

No. 2
C18H37O8PS | wB97M-V/def2-TZVPD

```
65
Properties=species:S:1:pos:R:3:forces:R:3
S 5.536 0.229 -0.692 0.09 0.03 -0.28
P 3.442 2.899 -0.784 0.09 0.07 0.68
O 5.688 0.637 0.653 0.17 0.32 0.08
O 6.139 -0.981 -1.124 -0.22 -0.31 -0.11
O 0.534 -1.192 0.016 -0.08 -0.01 -0.09
O -1.149 2.778 -2.230 -0.03 0.04 -0.06
O -6.075 -2.295 0.073 -0.05 0.03 0.00
O -2.221 -3.258 3.638 -0.07 -0.06 0.04
O 4.001 0.252 -1.110 0.02 0.13 -0.02
O 6.012 1.395 -1.707 0.05 0.10 0.45
C 5.471 4.788 -1.100 -0.25 -0.25 -0.01
C -3.405 2.641 -1.495 0.12 0.07 0.07
C -2.814 -2.657 4.504 -0.01 0.04 0.06
C -3.767 -3.354 5.442 0.06 -0.12 -0.10
C 1.900 -3.117 -0.270 0.00 0.16 -0.07
C -2.636 -1.170 4.694 0.09 -0.04 -0.13
C 1.028 2.070 0.218 0.69 0.08 -0.51
C -5.002 -2.850 0.075 0.07 -0.02 -0.01
C -2.268 2.379 -2.452 -0.05 -0.05 0.03
C -4.795 -4.174 -0.623 -0.16 0.03 -0.03
C -3.802 -2.264 0.775 -0.16 0.13 0.02
C 0.782 -2.324 0.365 0.06 -0.08 0.02
C 1.609 3.018 -0.846 0.05 -0.05 -0.06
C -2.595 1.589 -3.696 0.16 0.03 -0.01
C 3.727 1.455 -1.938 0.12 -0.32 0.32
C 4.098 4.387 -1.651 0.06 0.02 -0.27
C 5.015 1.497 -2.727 -0.59 -0.17 -0.21
C -0.015 -2.999 1.451 0.03 0.19 -0.12
H 5.115 2.400 -3.316 0.43 0.10 0.11
H -3.807 -4.414 5.203 0.00 -0.01 0.00
H -2.994 -2.092 0.061 0.07 -0.09 0.04
H 2.844 1.193 -2.513 0.01 -0.02 -0.14
H 2.631 -3.403 0.487 -0.03 -0.08 0.01
H -4.024 -4.077 -1.389 0.07 -0.04 0.05
H 5.712 5.805 -1.400 0.14 0.07 -0.01
H 1.740 1.990 1.039 -0.21 0.09 0.30
H 0.062 2.407 0.577 -0.17 -0.13 -0.01
H -1.930 -0.787 3.961 0.00 0.00 0.00
H 3.387 5.182 -1.423 -0.13 -0.01 -0.02
H -2.985 0.607 -3.423 -0.09 0.02 -0.01
H 1.219 2.764 -1.828 -0.10 0.08 -0.13
H 4.136 4.306 -2.739 -0.13 0.01 -0.08
H -3.594 -0.662 4.573 -0.02 0.01 0.09
H -3.435 -3.228 6.474 -0.06 0.07 0.02
H 5.455 4.717 -0.014 0.07 0.15 0.08
H -4.470 -4.928 0.096 0.09 0.01 -0.02
H -4.079 -1.317 1.234 0.00 0.01 -0.01
H -0.499 -3.897 1.064 0.06 -0.07 0.06
H -2.262 -0.964 5.697 -0.08 0.03 0.04
H 0.975 1.076 -0.217 -0.36 -0.13 0.16
H 5.078 0.603 -3.348 0.05 0.10 -0.30
H 1.329 4.056 -0.665 0.07 0.09 0.12
H -3.446 -2.946 1.548 0.12 -0.04 -0.07
H -3.355 2.109 -4.281 -0.07 -0.05 0.03
H 2.391 -2.514 -1.030 0.01 0.01 0.01
H 6.253 4.113 -1.441 0.10 -0.02 -0.08
H -3.824 1.696 -1.144 -0.07 0.00 -0.06
H -1.698 1.466 -4.297 0.01 0.00 0.00
H -4.195 3.201 -1.998 -0.05 -0.07 -0.01
H 0.637 -3.288 2.277 0.00 -0.11 -0.02
H 1.502 -4.025 -0.725 0.02 -0.06 0.07
H -3.042 3.213 -0.645 0.01 0.00 0.00
H -4.766 -2.924 5.347 0.01 0.05 0.07
H -5.725 -4.493 -1.086 -0.01 0.00 0.00
H -0.774 -2.320 1.823 -0.04 0.00 0.04
```
Forces are in eV/Å.

Calculated values
- SMILES = CCP(CC)[C@H]1COS(=O)(=O)O1.CC(C)=O.CC(C)=O.CC(C)=O.CC(C)=O
- lowest unoccupied orbital energy (Ha) = 0.0152
- charge = 0
- DFT total energy (hartree) = -2049.463173
- Kohn-Sham gap (eV) = 8.756
- 2S+1 = 1

No. 3
C18H37OP3ReS | wB97M-V/def2-TZVPD

```
61
Properties=species:S:1:pos:R:3:forces:R:3
Re -0.220 0.022 1.424 -2.67 -0.51 -2.36
S 2.182 0.122 -3.553 0.01 -0.29 0.12
P -1.546 1.900 1.769 -2.18 3.61 1.58
P -1.801 -1.340 2.667 -2.00 -2.04 2.74
P 1.533 1.157 0.392 3.84 2.18 -0.98
O 1.161 0.486 4.179 -2.40 -0.79 -5.13
C -1.538 -3.166 2.803 0.59 0.35 -0.47
C 1.517 -0.462 -6.189 -0.89 -0.42 -1.44
C 0.038 -1.694 0.116 1.73 -0.86 1.61
C 0.834 2.023 -1.067 -0.62 -0.26 0.03
C 2.828 -2.087 -4.941 0.55 -1.34 -0.20
C -2.102 -0.969 4.445 0.30 0.46 0.00
C 2.433 2.440 1.344 -0.28 0.12 0.34
C 1.402 -1.378 -7.239 -0.36 1.47 0.56
C 2.941 0.157 -0.249 -0.48 -0.50 0.09
C 1.982 -2.650 -7.135 0.07 -0.60 -0.11
C 2.152 -0.847 -4.993 -0.34 0.47 -0.08
C -0.782 3.562 1.855 0.47 0.08 -0.05
C 2.710 -2.998 -5.983 0.55 0.31 1.28
C 0.933 -1.798 1.270 0.11 -2.51 -1.84
C -2.695 2.055 0.357 0.42 -0.82 -0.37
C -2.683 2.102 3.196 0.04 -0.35 0.23
C 0.663 0.306 3.127 2.97 0.45 5.81
C -3.465 -1.284 1.892 0.14 0.58 -0.67
H 0.694 -2.547 2.028 0.14 0.38 -0.11
H -3.355 1.181 0.324 0.00 0.27 -0.17
H 3.403 -2.333 -4.048 -0.14 -0.10 -0.24
H 3.595 0.745 -0.900 -0.21 0.17 0.25
H -2.473 -3.647 3.114 0.12 0.29 -0.02
H 1.094 0.535 -6.274 -0.03 -0.19 -0.08
H 0.258 1.299 -1.657 -0.02 0.21 0.08
H -0.106 3.629 2.717 -0.18 0.00 -0.17
H 3.524 -0.229 0.594 0.00 0.19 -0.05
H -2.115 0.109 4.642 -0.02 -0.38 0.03
H 2.967 1.972 2.182 -0.04 0.01 -0.22
H -1.300 -1.418 5.050 -0.22 0.08 -0.18
H 1.628 2.436 -1.703 0.02 -0.03 0.34
H 0.156 2.826 -0.753 0.29 -0.18 -0.20
H -3.068 -1.388 4.770 0.31 0.00 -0.27
H 0.847 -1.128 -8.145 0.24 0.12 0.29
H 3.172 -3.986 -5.892 -0.13 0.42 -0.09
H 1.875 -3.383 -7.943 0.04 0.35 0.23
H -0.241 3.822 0.940 -0.10 0.03 0.27
H 3.165 2.979 0.724 -0.22 -0.32 -0.03
H -2.121 2.114 4.138 -0.11 0.05 -0.18
H -3.449 1.322 3.235 0.16 0.18 0.06
H 2.572 -0.696 -0.826 0.12 0.11 0.05
H 2.005 -1.695 1.102 -0.28 0.24 0.25
H -3.357 -1.427 0.808 -0.25 0.01 0.18
H -0.764 -3.370 3.550 -0.11 -0.01 -0.09
H -4.075 -2.107 2.290 0.27 0.19 0.05
H -2.123 2.130 -0.575 -0.34 0.05 0.01
H 1.743 3.177 1.764 0.20 -0.15 -0.13
H -1.586 4.296 2.004 0.10 -0.25 -0.09
H -1.228 -3.581 1.841 -0.12 -0.19 0.13
H 0.462 -1.465 -0.874 -0.12 0.30 0.46
H -0.839 -2.357 0.071 0.10 0.46 0.21
H -3.291 2.964 0.503 0.15 -0.11 0.05
H -3.184 3.073 3.093 0.14 -0.20 -0.12
H -3.965 -0.326 2.088 0.08 -0.37 -0.11
H 1.002 0.818 -3.471 0.56 -0.42 -1.11
```
Forces are in eV/Å.

Calculated values
- relative energy (zero: lowest compared OMol25 entry of this formula, charge and spin) (kcal/mol) = 0.0
- lowest unoccupied orbital energy (alpha / beta) (Ha) = -0.5468 / -0.5831
- charge = +4
- DFT total energy (hartree) = -2282.205684
- <S²> = 3.79
- Kohn-Sham gap (alpha / beta) (eV) = 5.406 / 4.440
- 2S+1 = 4

What is the 2S+1 in the first record? 1